1.
Molecular formula: C24H67InN5NaO11S
Method: DFT, ωB97M-V/def2-TZVPD

Output
HOMO-LUMO gap (spin up / spin down)   2.8 / 3.5 eV
Strongest force on any atom   3.52 eV/A
Charge   +3
<S²>   1.76
Lowest unoccupied orbital energy (spin up / spin down)   -12.52 / -11.85 eV
E_HOMO (spin up / spin down)   -0.563 / -0.564 Eh
Spin multiplicity   2

Each line ends with the Löwdin charge.
Cartesian coordinates (Å):
1 In 16.538840 17.625150 17.941290  1.16
2 Na 17.605090 17.464810 22.409980  0.73
3 S 15.733010 15.660690 20.738860  0.21
4 O 16.106840 15.211050 19.407790  -0.45
5 O 15.624930 17.106650 20.655150  -0.48
6 O 14.460990 15.050880 21.181970  -0.32
7 O 16.793710 15.411300 21.685910  -0.39
8 C 11.879500 20.136400 21.987050  -0.04
9 C 13.273460 19.487130 22.102560  -0.44
10 C 13.563060 18.925140 23.503250  -0.20
11 O 13.737400 20.031410 24.403070  -0.18
12 C 14.275750 19.649060 25.641850  -0.10
13 N 13.465360 18.631430 20.963460  0.05
14 H 11.643540 20.429920 20.964180  0.08
15 H 11.770850 21.007430 22.633280  0.09
16 H 11.042320 19.470070 22.194960  0.08
17 H 14.049210 20.251540 22.057810  0.14
18 H 14.565720 18.498490 23.475890  0.09
19 H 12.846150 18.141280 23.747630  0.13
20 H 13.551810 18.948270 26.057680  0.09
21 H 14.261870 20.589890 26.192070  0.11
22 H 15.228550 19.150480 25.463840  0.07
23 H 14.295570 18.068450 21.081330  -0.01
24 H 12.745610 17.951330 21.162270  0.06
25 C 21.057800 14.663800 17.445920  0.03
26 C 19.964720 15.713600 17.101780  -0.31
27 C 19.376950 15.632900 15.631900  -0.16
28 O 18.511440 16.739370 15.515290  -0.28
29 C 17.953110 16.827930 14.238160  -0.09
30 N 18.893270 15.609640 18.047190  0.22
31 H 20.725540 13.640340 17.272010  0.10
32 H 21.235170 14.781970 18.514880  0.07
33 H 21.921220 14.853960 16.808390  0.12
34 H 20.348370 16.718130 17.280230  0.17
35 H 18.854730 14.688680 15.477480  0.12
36 H 20.239380 15.628090 14.965350  0.14
37 H 17.487640 15.880770 13.965540  0.10
38 H 18.637540 17.155710 13.455720  0.11
39 H 17.146450 17.559610 14.283510  0.09
40 H 19.343200 15.388790 18.924060  0.07
41 H 18.420380 14.727220 17.913740  0.05
42 C 15.518190 11.850870 17.755600  -0.04
43 C 16.887030 12.198340 17.187880  -0.39
44 C 17.136240 11.767080 15.718500  -0.15
45 O 17.107850 10.282280 15.818720  -0.19
46 C 17.250610 9.727730 14.481060  -0.08
47 N 17.063010 13.640050 17.350200  0.06
48 H 15.223420 10.810730 17.616610  0.09
49 H 14.591810 12.340940 17.456030  0.06
50 H 15.552360 11.954770 18.840100  0.08
51 H 17.578800 11.633320 17.812620  0.14
52 H 18.114800 12.106890 15.379280  0.11
53 H 16.357150 12.167010 15.069520  0.13
54 H 16.336370 9.919300 13.919290  0.08
55 H 17.308560 8.652580 14.650780  0.10
56 H 18.060140 10.165160 13.896770  0.09
57 H 16.349730 14.018970 16.743780  0.10
58 H 16.584150 13.746750 18.233040  0.02
59 C 20.962950 12.805570 20.596590  -0.06
60 C 19.524260 13.121350 20.334660  -0.44
61 C 18.519290 12.131690 21.018950  -0.21
62 O 18.794700 10.831990 20.677170  -0.16
63 C 18.098970 9.926250 21.537890  -0.07
64 N 19.312040 14.473490 20.781110  0.04
65 H 21.284970 11.823800 20.249410  0.10
66 H 21.322890 12.752080 21.624050  0.09
67 H 21.600160 13.584930 20.178660  0.07
68 H 19.496420 13.137590 19.245130  0.10
69 H 17.491790 12.349070 20.727270  0.12
70 H 18.804960 12.367430 22.044090  0.13
71 H 18.892160 9.608520 22.214640  0.10
72 H 17.737940 9.068520 20.970390  0.09
73 H 17.240200 10.245970 22.128140  0.09
74 H 19.534860 14.478230 21.766210  0.09
75 H 18.328460 14.696260 20.836220  0.02
76 C 14.586200 15.760090 24.982570  -0.04
77 C 15.777360 14.793850 25.238260  -0.36
78 C 15.509750 13.852290 26.472210  -0.02
79 O 15.076900 14.513230 27.728360  0.08
80 C 15.047660 13.832270 28.961610  0.05
81 N 16.113280 14.038420 23.996160  0.07
82 H 14.480110 16.051690 23.937670  0.07
83 H 14.586580 16.576460 25.704820  0.07
84 H 13.642520 15.267020 25.215930  0.09
85 H 16.563710 15.501740 25.500260  0.13
86 H 16.393810 13.297260 26.786020  0.15
87 H 14.763010 13.140390 26.120530  0.16
88 H 14.442910 12.949940 28.752110  0.15
89 H 14.616420 14.449310 29.749900  0.13
90 H 16.032470 13.438210 29.212550  0.15
91 H 16.216930 14.681190 23.224020  0.01
92 H 15.278620 13.534310 23.732900  0.03
93 C 12.500470 11.227780 23.434040  -0.08
94 C 12.700380 12.272800 22.425540  -0.35
95 O 13.841350 13.014360 22.768010  -0.11
96 H 13.336900 10.529070 23.451010  0.09
97 H 11.649990 10.614300 23.136660  0.09
98 H 12.356300 11.683700 24.413560  0.08
99 H 11.744590 12.769100 22.257450  0.12
100 H 12.892610 11.861090 21.434760  0.11
101 H 13.958940 13.735930 22.145830  0.01
102 C 11.301460 13.918730 17.741390  -0.02
103 C 12.505030 14.631070 18.412850  -0.13
104 O 12.198450 14.879250 19.790680  0.28
105 H 10.970630 12.975190 18.175430  0.10
106 H 11.500280 13.711460 16.689910  0.10
107 H 10.466690 14.618420 17.700350  0.10
108 H 12.504860 15.595200 17.904370  0.19
109 H 13.432600 14.116120 18.162750  0.12
110 H 13.011850 15.036740 20.275630  0.06

Atoms 1-3, force components in eV/Å:
-0.132 -0.411 0.457
-0.397 -0.211 -0.195
-0.679 0.147 -0.476

---

2.
Molecular formula: CH4N2O3S
Method: DFT, ωB97M-V/def2-TZVPD

Output
HOMO-LUMO gap   9.3 eV
Strongest force on any atom   4.68 eV/A
Relative energy (zero: lowest compared OMol25 entry of this formula, charge and spin)   57.3 kcal per mole
Lowest unoccupied orbital energy   0.09 eV
E_HOMO   -0.338 Eh

Each line ends with the Löwdin charge.
Cartesian coordinates (Å):
1 C -0.749063 0.002058 0.155112  -0.29
2 N 0.148771 0.948158 0.345371  0.01
3 N -0.468772 -0.595302 -0.992477  0.05
4 O -3.997107 0.521677 -1.227161  -0.25
5 O -4.070797 0.848147 1.183350  -0.24
6 O -3.929339 -1.425331 0.285306  -0.25
7 S -3.989066 -0.024510 0.084655  0.60
8 H 1.002946 0.938530 -0.314911  0.13
9 H 0.124092 1.472430 1.244622  0.11
10 H 0.346073 -0.306957 -1.401585  0.04
11 H -1.129781 -1.345624 -1.155654  0.09

Atoms 1-3, force components in eV/Å:
-0.725 0.577 -0.051
1.590 1.097 0.987
-3.803 -1.625 2.183

---

3.
Molecular formula: C28H34N3O2PSr
Method: DFT, ωB97M-V/def2-TZVPD

Output
HOMO-LUMO gap   5.8 eV
Strongest force on any atom   5.32 eV/A
Relative energy (zero: lowest compared OMol25 entry of this formula, charge and spin)   63.5 kcal per mole
Lowest unoccupied orbital energy   -0.48 eV
E_HOMO   -0.231 Eh

Each line ends with the Löwdin charge.
Cartesian coordinates (Å):
1 C -2.407126 1.045342 -5.576460  -0.10
2 C -2.216838 -0.159705 -4.926750  -0.07
3 C -1.489216 -0.249045 -3.726582  -0.31
4 C -1.047062 0.958813 -3.275972  -0.28
5 C -1.171597 2.187139 -3.834892  -0.36
6 C -1.904665 2.217038 -5.032261  -0.06
7 C -1.269493 -1.585552 -3.005486  -0.16
8 C 0.163326 -2.169761 -2.874159  -0.19
9 N 1.274109 -1.194203 -2.687689  -0.41
10 Sr 0.069764 0.327743 -1.124856  1.05
11 C -0.410217 3.353061 -3.207682  -0.30
12 P 1.245765 2.704014 -2.574375  0.78
13 H -2.605313 -1.072382 -5.344326  0.09
14 H -2.025895 3.172887 -5.520722  0.10
15 H -2.963868 1.088151 -6.507546  0.10
16 H -0.932074 3.750209 -2.326569  0.07
17 H -0.297370 4.188600 -3.912305  0.08
18 H -1.745722 -1.573522 -2.003213  0.10
19 H -1.832483 -2.360471 -3.542020  0.11
20 H 0.196733 -2.842305 -2.006505  0.12
21 C 1.879910 4.109810 -1.642112  -0.32
22 C 2.126746 2.899987 -4.109581  -0.32
23 H 0.360383 -2.810259 -3.748849  0.12
24 C 1.817621 -0.655248 -3.928885  -0.10
25 C 2.356980 -1.674908 -1.794291  -0.11
26 H -0.493331 2.536847 0.161466  0.23
27 H 2.348948 -1.387535 -4.567348  0.10
28 H 1.016551 -0.211841 -4.520797  0.08
29 H 2.511738 0.153856 -3.682226  0.07
30 H 3.019752 -2.445247 -2.235910  0.09
31 H 2.974088 -0.816599 -1.483281  0.06
32 H 1.920970 -2.112262 -0.883307  0.07
33 H 2.215053 3.886515 -4.566733  0.05
34 H 3.164169 2.582519 -4.004060  0.04
35 H 1.758342 2.284539 -4.930426  0.04
36 H 2.060865 5.048442 -2.155588  0.04
37 H 1.253188 4.343135 -0.787900  0.02
38 H 2.839251 3.824435 -1.218694  0.03
39 H 2.081292 1.113038 0.279180  -0.17
40 O -0.959928 2.083771 1.144886  -0.02
41 C -0.893435 0.857884 1.746108  -0.43
42 N -1.048981 0.539699 3.038798  0.19
43 C -0.637196 -0.885422 3.253166  -0.24
44 C -0.471887 -1.369535 1.851673  -0.40
45 O -0.122535 -2.468867 1.358991  0.05
46 N -0.689763 -0.259455 1.054920  -0.03
47 C 0.727903 -0.852956 3.992081  -0.15
48 C 1.867798 -1.480356 3.470002  0.01
49 C 3.087850 -1.368758 4.160220  -0.05
50 C 3.155460 -0.641926 5.355921  -0.07
51 C 2.004846 -0.035647 5.866433  -0.07
52 C 0.792262 -0.138687 5.187153  -0.05
53 C -1.761339 -1.606846 4.003644  -0.14
54 C -1.540370 -2.282455 5.207455  -0.01
55 C -2.638380 -2.736416 5.937627  -0.07
56 C -3.934846 -2.579332 5.446227  -0.08
57 C -4.133149 -1.969003 4.204741  -0.07
58 C -3.043292 -1.492082 3.462401  -0.02
59 H -1.289197 1.219597 3.758399  0.17
60 H 1.808822 -2.056722 2.549462  0.11
61 H 3.963678 -1.843322 3.746533  0.10
62 H 4.095679 -0.559327 5.887485  0.10
63 H 2.022267 0.528410 6.782898  0.10
64 H -0.116224 0.307542 5.587629  0.12
65 H -0.523702 -2.393687 5.569309  0.12
66 H -2.457074 -3.192831 6.886468  0.10
67 H -4.778073 -2.932446 6.021114  0.10
68 H -5.126873 -1.839426 3.804038  0.10
69 H -3.203572 -1.006671 2.493915  0.12

Atoms 1-3, force components in eV/Å:
-0.244 0.243 -0.020
0.319 -1.220 0.269
-1.196 0.380 -1.845

---

Q: Which value of strongest force on any atom does entry 2 give?
A: 4.68 eV/A

---

Q: Among the records above, which one has the lowest strongest force on any atom?
A: C24H67InN5NaO11S